DFT (wB97M-V/def2-TZVPD) results for a 2-piece molecular cluster, C3H10NO2S overall.

Last column: Löwdin charge in e.
Positions of all 17 atoms, in Å:
1 H -0.08 -0.74 -0.89  0.161
2 H -0.01 -3.04 1.74  0.076
3 O 0.91 -3.07 1.40  -0.036
4 H 1.32 -3.82 1.84  0.090
5 H 2.30 -0.51 -0.11  0.180
6 N 1.48 -0.59 0.50  0.217
7 O -1.13 -0.91 1.52  0.105
8 C 0.57 1.29 -0.89  -0.532
9 C 0.26 0.00 -0.16  -0.344
10 H -1.21 1.09 1.16  0.130
11 H 1.70 -0.04 1.33  0.176
12 C -0.81 0.09 0.93  -0.191
13 H 1.32 1.10 -1.66  0.088
14 H 1.00 2.06 -0.24  0.091
15 H 1.23 -1.55 0.86  0.095
16 H -1.33 0.89 -2.23  -0.110
17 S -0.93 2.00 -1.59  0.804

As for the charge: +1. The energy above the lowest of the compared OMol25 structures with the same formula, charge and spin comes out at 0.266 eV. The calculation puts the largest force on an atom at 0.0163 hartree/bohr. The gap between HOMO and LUMO comes out at 0.3435 Eh. The value obtained for the HOMO energy is -13.28 eV.